{"formula": "C3H9ClN3O2S", "method": "the ωB97M-V functional and the def2-TZVPD basis", "homo_lumo_gap_ha": 0.351, "e_homo_ev": -13.6, "total_energy_ev": -35170.5082, "charge": 1, "de_lowest_kj_mol": 128.4, "elements": ["C", "C", "C", "N", "N", "N", "O", "O", "S", "Cl", "H", "H", "H", "H", "H", "H", "H", "H", "H"], "xyz": [[1.099364, 0.565378, -0.169240], [-0.143516, -1.152472, 0.977312], [2.604537, 0.671021, 0.227754], [0.206723, 0.303974, 0.858019], [0.353669, -1.659584, -0.113086], [0.835365, -0.680297, -1.039525], [-2.528335, 1.609251, -0.543320], [-4.160311, -0.044424, -1.337688], [-3.880812, 0.763248, -0.203214], [-3.214707, -0.728611, 1.235818], [0.857542, 1.405714, -0.831256], [-0.848455, -1.557907, 1.702285], [3.196834, 1.208978, -0.613766], [3.099849, -0.371191, 0.575374], [2.659900, 1.205599, 1.100270], [0.040664, 0.909313, 1.654355], [0.399489, -2.657337, -0.494347], [-2.115430, 1.136376, -1.355287], [1.537629, -0.927028, -1.630458]], "atomic_forces_ev_per_a": [[2.7, -1.5, -2.7], [1.9, 5.0, -2.2], [0.8, -2.5, -2.1], [-3.1, -4.3, 2.9], [0.7, -1.8, -1.5], [-3.5, 2.0, 3.7], [0.2, -1.7, -1.3], [-0.2, -0.3, -0.8], [0.5, 0.7, 0.5], [0.1, 0.3, 0.0], [-0.3, 0.0, 0.5], [0.7, -0.1, -0.1], [-0.8, -1.2, 1.5], [-1.2, 2.1, -1.3], [0.3, 1.9, 2.0], [0.1, -0.1, -0.3], [-0.6, 1.8, 1.2], [-0.7, 1.0, 1.6], [2.7, -1.5, -1.6]]}